Version w
{"formula": "CH3F", "method": "ωB97M-V with the def2-TZVPD basis set", "species": ["C", "F", "H", "H", "H"], "xyz": [[-0.36, 0.03, -0.02], [-1.73, -0.10, 0.04], [0.05, 0.94, 0.62], [0.14, -0.96, 0.51], [0.03, 0.21, -1.13]], "mulliken_charge": [-0.272, -0.239, 0.170, 0.162, 0.180], "homo_lumo_gap_ev": 13.080, "multiplicity": 1, "smiles": "CF", "e_lumo_ev": 1.14}

***

Version x
{"formula": "CH3F", "method": "ωB97M-V with the def2-TZVPD basis set", "species": ["C", "F", "H", "H", "H"], "xyz": [[-0.03, -0.02, -0.04], [1.29, -0.01, 0.04], [-0.29, -0.88, -0.48], [-0.71, 0.00, 0.94], [-0.27, 0.91, -0.47]], "mulliken_charge": [-0.332, -0.253, 0.217, 0.172, 0.196], "homo_lumo_gap_ev": 12.924, "multiplicity": 1, "smiles": "CF", "e_lumo_ev": 1.22}

***

Relative energies, unit eV: version w 0.000; version x 0.103

***

Version w
{"formula": "C4H13N2O", "method": "ωB97M-V with the def2-TZVPD basis set", "species": ["C", "C", "C", "C", "N", "N", "H", "H", "H", "H", "H", "H", "H", "H", "H", "H", "H", "H", "H", "O"], "xyz": [[-0.31, 1.21, -0.82], [-0.83, -0.23, -0.87], [-1.62, -0.41, 0.46], [-0.44, -1.09, 2.44], [-0.62, -0.14, 1.51], [0.91, 1.30, 0.02], [-1.02, 1.80, -0.24], [-0.22, 1.72, -1.78], [-1.40, -0.31, -1.80], [0.00, -0.92, -0.75], [-2.29, 0.46, 0.52], [-2.09, -1.40, 0.47], [-1.24, -1.70, 2.86], [0.58, -1.35, 2.79], [1.30, 2.24, 0.09], [0.66, 1.02, 1.00], [1.62, 0.64, -0.31], [2.37, -0.55, -2.52], [2.30, -1.62, -1.48], [2.35, -0.66, -1.57]], "mulliken_charge": [-0.831, -0.440, -0.869, -0.879, -0.519, -0.210, 0.437, 0.394, 0.396, 0.181, 0.291, 0.522, 0.300, 0.256, 0.365, 0.412, 0.246, 0.305, 0.324, -0.681], "homo_lumo_gap_ev": [3.737, 6.875], "multiplicity": 2, "e_lumo_ev": [0.17, 0.16]}

***

Version x
{"formula": "C4H13N2O", "method": "ωB97M-V with the def2-TZVPD basis set", "species": ["C", "C", "C", "C", "N", "N", "H", "H", "H", "H", "H", "H", "H", "H", "H", "H", "H", "H", "H", "O"], "xyz": [[0.39, -1.35, 0.97], [1.27, 0.00, 0.53], [0.35, 1.29, 0.63], [-0.12, 1.56, 1.89], [0.09, 1.94, -0.55], [-1.07, -1.19, 0.35], [0.61, -2.21, 0.36], [0.19, -1.30, 2.03], [1.74, -0.41, -0.48], [1.94, 0.16, 1.34], [-0.07, 0.81, 2.73], [-1.03, 2.24, 1.98], [-1.25, -1.69, -3.12], [0.27, 1.57, -1.45], [-0.08, 2.97, -0.48], [-1.20, -0.20, 0.22], [-1.02, -1.54, -0.66], [-1.97, -1.66, 0.66], [-0.01, -1.01, -3.53], [-0.33, -1.50, -2.78]], "mulliken_charge": [-1.046, -0.676, -0.109, -0.813, -0.394, -0.390, 0.666, 0.330, 0.321, 0.448, 0.161, 0.193, 0.312, 0.168, 0.183, 0.335, 0.286, 0.376, 0.309, -0.660], "homo_lumo_gap_ev": [2.154, 6.683], "multiplicity": 2, "e_lumo_ev": [0.02, -0.09]}

***

Relative energies, unit eV: version w 0.000; version x 2.121

***

Version w
{"formula": "C18H40N4O16S3", "method": "ωB97M-V with the def2-TZVPD basis set", "species": ["C", "C", "O", "N", "C", "H", "H", "H", "H", "H", "H", "H", "C", "C", "O", "N", "C", "H", "H", "H", "H", "H", "H", "H", "C", "C", "O", "N", "C", "H", "H", "H", "H", "H", "H", "H", "C", "C", "O", "N", "C", "H", "H", "H", "H", "H", "H", "H", "C", "C", "O", "S", "O", "O", "O", "H", "H", "H", "H", "C", "C", "O", "S", "O", "O", "O", "H", "H", "H", "H", "C", "C", "O", "S", "O", "O", "O", "H", "H", "H", "H"], "xyz": [[8.55, -20.12, -1.94], [9.27, -21.44, -2.07], [9.02, -22.39, -1.34], [10.14, -21.51, -3.10], [10.87, -22.71, -3.43], [7.72, -20.21, -1.25], [8.28, -19.72, -2.92], [9.24, -19.38, -1.50], [10.36, -20.70, -3.67], [11.94, -22.63, -3.17], [10.88, -22.88, -4.51], [10.51, -23.57, -2.87], [13.51, -20.26, -4.96], [12.30, -19.61, -5.53], [11.31, -19.49, -4.79], [12.22, -19.21, -6.81], [13.17, -19.43, -7.91], [13.41, -21.35, -4.94], [13.69, -19.90, -3.95], [14.38, -20.07, -5.59], [11.41, -18.65, -7.01], [12.70, -20.16, -8.56], [14.10, -19.85, -7.54], [13.34, -18.48, -8.40], [11.78, -18.92, -13.07], [13.03, -18.86, -12.22], [13.26, -17.90, -11.50], [13.78, -19.98, -12.17], [14.95, -20.09, -11.30], [11.28, -17.97, -13.08], [11.09, -19.67, -12.67], [11.98, -19.22, -14.10], [13.48, -20.86, -12.55], [15.43, -21.05, -11.50], [14.62, -19.89, -10.28], [15.69, -19.34, -11.59], [9.40, -16.82, -5.86], [9.77, -16.30, -7.22], [10.23, -15.18, -7.40], [9.58, -17.18, -8.22], [9.96, -16.93, -9.61], [9.46, -16.08, -5.07], [10.00, -17.69, -5.58], [8.38, -17.22, -5.92], [9.04, -18.01, -8.03], [10.00, -15.85, -9.77], [9.20, -17.37, -10.26], [10.92, -17.38, -9.87], [10.48, -23.67, -10.83], [11.13, -22.38, -11.29], [11.67, -21.87, -10.06], [12.53, -23.11, -9.50], [12.60, -22.99, -8.10], [13.69, -23.35, -10.26], [11.39, -24.18, -9.85], [10.26, -24.36, -11.64], [9.57, -23.39, -10.30], [10.51, -21.64, -11.78], [11.94, -22.59, -12.01], [12.70, -16.42, -4.26], [12.78, -15.02, -4.97], [13.43, -14.15, -4.03], [14.20, -15.05, -2.98], [14.27, -14.39, -1.74], [15.38, -15.58, -3.58], [13.08, -16.15, -2.92], [13.41, -17.05, -4.81], [11.73, -16.92, -4.26], [11.81, -14.63, -5.28], [13.43, -15.11, -5.84], [14.55, -21.86, -1.14], [15.41, -22.56, -2.19], [16.61, -21.77, -2.20], [16.35, -20.32, -1.54], [16.68, -19.30, -2.44], [16.88, -20.39, -0.23], [14.76, -20.49, -1.49], [14.93, -22.06, -0.14], [13.51, -22.15, -1.19], [14.95, -22.43, -3.17], [15.61, -23.59, -1.92]], "mulliken_charge": [-1.029, 0.853, -0.685, 0.105, -0.764, 0.327, 0.257, 0.256, 0.193, -0.017, 0.316, 0.376, -1.030, 0.452, -0.792, 0.407, -0.780, 0.359, 0.192, 0.526, -0.234, -0.030, 0.418, 0.350, -1.012, 0.745, -0.616, -0.155, -0.630, 0.329, 0.061, 0.406, 0.272, 0.338, 0.010, 0.316, -0.900, 0.888, -0.659, -0.119, -1.035, 0.335, -0.083, 0.433, 0.242, 0.308, 0.345, 0.316, -0.477, -0.480, -0.079, 1.116, -0.475, -0.579, -0.371, 0.334, 0.305, 0.288, 0.300, 0.075, -0.193, -0.351, 1.075, -0.553, -0.534, -0.348, 0.109, 0.075, 0.257, 0.303, -0.446, -0.074, -0.359, 1.175, -0.494, -0.571, -0.272, 0.326, 0.299, 0.092, 0.366], "homo_lumo_gap_ev": 8.949, "multiplicity": 1, "e_lumo_ev": -0.29}

***

Version x
{"formula": "C18H40N4O16S3", "method": "ωB97M-V with the def2-TZVPD basis set", "species": ["O", "S", "O", "O", "C", "C", "O", "H", "H", "H", "H", "O", "S", "O", "O", "C", "C", "O", "H", "H", "H", "H", "O", "S", "O", "O", "C", "C", "O", "H", "H", "H", "H", "C", "N", "C", "C", "O", "H", "H", "H", "H", "H", "H", "H", "C", "N", "C", "C", "O", "H", "H", "H", "H", "H", "H", "H", "C", "N", "C", "C", "O", "H", "H", "H", "H", "H", "H", "H", "C", "N", "C", "C", "O", "H", "H", "H", "H", "H", "H", "H"], "xyz": [[-2.32, -2.02, 5.85], [-2.88, -0.81, 5.31], [-4.31, -0.54, 5.47], [-1.96, 0.54, 5.66], [-2.22, 1.55, 4.78], [-2.10, 0.73, 3.50], [-2.55, -0.52, 3.73], [-3.23, 1.91, 4.97], [-1.49, 2.35, 4.76], [-1.09, 0.63, 3.11], [-2.62, 1.13, 2.63], [0.19, 2.33, 1.96], [0.27, 1.82, 0.62], [-0.44, 2.54, -0.45], [1.85, 1.57, 0.13], [2.03, 0.22, -0.40], [0.62, -0.33, -0.51], [-0.03, 0.22, 0.56], [2.61, 0.03, -1.30], [2.40, -0.30, 0.49], [0.70, -1.41, -0.44], [0.11, -0.02, -1.42], [-1.76, 3.32, -5.74], [-2.07, 2.07, -5.09], [-1.62, 0.74, -5.65], [-1.67, 2.29, -3.51], [-2.78, 2.69, -2.74], [-3.98, 2.99, -3.67], [-3.72, 1.96, -4.68], [-3.11, 1.91, -2.05], [-2.48, 3.57, -2.16], [-4.01, 3.90, -4.26], [-4.90, 2.84, -3.11], [2.37, -6.34, 3.81], [1.79, -5.09, 3.70], [2.11, -4.00, 3.00], [1.24, -2.78, 3.33], [2.99, -4.00, 2.11], [3.19, -6.46, 3.10], [1.66, -7.13, 3.55], [2.56, -6.70, 4.82], [0.92, -5.07, 4.22], [1.19, -2.03, 2.55], [1.68, -2.43, 4.26], [0.27, -3.10, 3.71], [4.24, -2.19, -0.85], [3.23, -2.69, -1.76], [2.76, -2.20, -2.91], [1.79, -3.12, -3.61], [3.20, -1.25, -3.42], [3.77, -2.09, 0.13], [4.55, -1.17, -1.09], [5.10, -2.86, -0.89], [2.77, -3.51, -1.38], [1.67, -4.10, -3.14], [2.07, -3.12, -4.67], [0.83, -2.61, -3.53], [0.30, 6.02, -0.26], [0.45, 7.24, 0.61], [1.01, 8.37, 0.21], [1.63, 9.18, 1.29], [1.31, 8.63, -0.95], [0.15, 5.13, 0.34], [1.17, 5.91, -0.90], [-0.53, 6.05, -0.97], [0.12, 7.19, 1.56], [2.25, 9.93, 0.81], [2.18, 8.53, 1.97], [0.88, 9.55, 1.99], [-1.62, -5.73, -2.16], [-1.87, -4.39, -2.53], [-1.35, -3.29, -1.98], [-1.87, -1.88, -2.46], [-0.33, -3.34, -1.32], [-0.99, -5.79, -1.27], [-1.32, -6.31, -3.03], [-2.57, -5.91, -1.64], [-2.72, -4.41, -3.08], [-2.07, -1.23, -1.61], [-2.66, -1.89, -3.21], [-0.93, -1.48, -2.84]], "mulliken_charge": [-0.508, 1.095, -0.542, -0.384, -0.256, 0.090, -0.274, 0.330, 0.305, -0.122, 0.271, -0.551, 0.905, -0.332, -0.430, -0.124, -0.090, -0.112, 0.410, 0.083, 0.129, 0.063, -0.547, 1.081, -0.537, -0.136, -0.138, -0.413, -0.373, 0.220, 0.220, 0.309, 0.318, -0.953, -0.167, 0.798, -0.900, -0.683, 0.342, 0.321, 0.294, 0.188, -0.029, 0.394, 0.374, -0.969, -0.080, 0.778, -0.807, -0.604, 0.242, 0.423, 0.330, 0.160, 0.277, 0.394, -0.136, -0.771, -0.142, 0.694, -1.119, -0.634, 0.187, 0.303, 0.252, 0.251, 0.307, 0.303, 0.333, -1.041, -0.268, 0.524, -0.555, -0.545, 0.315, 0.257, 0.436, 0.282, 0.193, 0.391, 0.100], "homo_lumo_gap_ev": 9.553, "multiplicity": 1, "smiles": "O=S1(=O)OCCO1.O=S1(=O)OCCO1.O=S1(=O)OCCO1.CNC(C)=O.CNC(C)=O.CNC(C)=O.CNC(C)=O", "e_lumo_ev": 0.11}

***

Relative energies, unit eV: version w 0.000; version x 3.647

***

Version w
{"formula": "CH2ClNOS", "method": "ωB97M-V with the def2-TZVPD basis set", "species": ["C", "N", "O", "S", "Cl", "H", "H"], "xyz": [[0.86, -0.19, -0.43], [-2.26, 0.15, 1.39], [-0.43, -0.18, -0.83], [-2.09, 0.12, -0.01], [1.06, 1.13, 0.82], [1.64, 0.00, -1.15], [1.22, -1.05, 0.21]], "mulliken_charge": [-0.095, -0.156, -0.475, 0.485, -0.242, 0.265, 0.217], "homo_lumo_gap_ev": 9.101, "multiplicity": 1, "e_lumo_ev": -1.24}

***

Version x
{"formula": "CH2ClNOS", "method": "ωB97M-V with the def2-TZVPD basis set", "species": ["C", "N", "O", "S", "Cl", "H", "H"], "xyz": [[-1.03, -0.06, -0.08], [2.76, -0.03, -0.51], [0.15, 0.58, 0.45], [1.92, 0.80, 0.30], [-0.94, -1.79, 0.27], [-1.15, 0.20, -1.17], [-1.71, 0.30, 0.73]], "mulliken_charge": [-0.125, -0.221, -0.420, 0.445, -0.168, 0.277, 0.211], "homo_lumo_gap_ev": 9.606, "multiplicity": 1, "e_lumo_ev": -0.75}

***

Relative energies, unit eV: version w 0.000; version x 0.103